Here is a molecular structure, C23H26Cl2N4O7PtS3 from the Open Molecules 2025 dataset. Energies are from ωB97M-V with the def2-TZVPD basis set.

Structure (XYZ):
```
66
Properties=species:S:1:pos:R:3:mulliken_spin:R:1
Pt 1.152 0.578 0.894 0.15
C 3.041 3.639 -0.789 0.01
C 2.169 4.426 0.143 0.00
C 1.441 5.524 -0.276 0.00
C 0.630 6.213 0.615 0.00
Cl -0.262 7.616 0.054 0.00
C 0.509 5.806 1.925 0.00
C 1.232 4.701 2.366 0.00
C 2.074 4.028 1.487 0.00
O 2.837 2.969 1.825 0.00
C 2.773 2.526 3.169 0.01
C 1.446 1.891 3.625 -0.02
O 1.147 2.100 4.803 0.00
O 0.786 1.167 2.819 0.00
H 2.836 3.903 -1.827 0.00
H 2.875 2.571 -0.649 0.00
H 4.098 3.819 -0.580 0.00
H 1.494 5.841 -1.310 0.00
H -0.153 6.329 2.601 0.00
H 1.112 4.364 3.386 0.00
H 2.983 3.355 3.849 0.00
H 3.550 1.770 3.270 0.00
C -0.222 -4.445 0.033 0.01
C -1.422 -4.125 0.930 0.00
C -1.253 -2.623 1.111 0.00
O 0.141 -2.460 1.297 0.00
C 0.811 -3.372 0.434 0.04
H -0.506 -4.326 -1.014 0.00
H 0.161 -5.458 0.167 0.00
H -1.338 -4.628 1.897 0.00
H -2.374 -4.395 0.472 0.00
H -1.754 -2.203 1.982 0.00
H -1.593 -2.074 0.223 0.00
H 1.660 -3.783 0.983 -0.02
H 1.205 -2.839 -0.438 -0.02
O 5.085 -1.063 0.867 0.20
S 3.839 -1.581 1.571 0.56
N 2.743 -0.421 1.644 1.07
Cl -2.030 1.026 0.910 0.01
C -0.427 1.777 0.420 0.00
H -0.379 2.682 1.029 0.00
H -0.559 2.031 -0.625 0.00
N -5.280 -4.379 -0.607 0.00
C -4.438 -3.408 -1.187 0.00
C -3.455 -3.780 -2.099 0.00
C -2.636 -2.821 -2.678 0.00
C -2.803 -1.483 -2.360 0.00
C -3.784 -1.102 -1.453 0.00
C -4.595 -2.059 -0.871 0.00
S -1.749 -0.246 -3.074 0.00
O -2.585 0.917 -3.233 0.00
O -1.202 -0.843 -4.282 0.00
N -0.675 0.037 -1.960 0.00
C 0.603 -0.307 -2.029 0.00
S 1.405 -1.009 -3.439 0.00
C 2.914 -0.982 -2.601 -0.01
C 2.760 -0.477 -1.369 0.00
N 1.468 -0.108 -1.024 0.00
H -4.838 -5.284 -0.537 0.00
H -5.628 -4.097 0.297 0.00
H -3.325 -4.828 -2.348 0.00
H -1.870 -3.100 -3.390 0.00
H -3.881 -0.056 -1.195 0.00
H -5.351 -1.764 -0.151 0.00
H 3.830 -1.327 -3.050 0.00
H 3.558 -0.349 -0.656 0.01
```

For the relative energy (zero: lowest compared OMol25 entry of this formula, charge and spin), the calculation gives 0.478 eV. For the HOMO energy (alpha / beta), the calculation gives -0.03338 / -0.09170 hartree. The calculation puts the electronic energy at -3872.0370 hartree. Its net charge is -2. The value obtained for the LUMO energy (alpha / beta) is 0.15484 / 0.15483 hartree. As for the spin multiplicity: 3.